106
Properties=species:S:1:pos:R:3:forces:R:3 method="wB97M-V/def2-TZVPD" homo_lumo_gap_ha=0.2121 charge=-1 e_lumo_ev=2.394 spin_multiplicity=1
Pd 0.92969 -1.54389 0.62354 -0.2274 -0.3627 -0.5557
Br -0.10070 1.29188 -0.30854 0.1374 -0.0729 0.0450
P -1.26564 -3.31159 1.77965 0.3557 0.1062 -0.2221
P 0.16762 -1.54824 3.87436 0.3319 -0.0149 -0.0402
Si -1.85253 2.67908 -0.16791 -0.2363 -0.0433 0.0544
O -0.17980 -0.30233 2.94091 -0.0476 -0.0950 -0.0356
O -0.25021 -0.96530 5.30998 0.0719 -0.0287 0.0616
O 1.54754 -2.04117 3.86230 0.0048 0.0164 0.0734
O -0.11097 -4.16593 1.41562 -0.0766 -0.0642 0.0977
O -2.38315 -2.01647 3.85332 0.1018 -0.0346 -0.0298
O -1.59684 -2.07764 0.95672 0.1752 -0.0448 0.2597
O -2.62910 -4.20344 1.91303 0.0822 -0.0503 0.0839
N 3.00058 -1.90772 0.09458 -0.1510 0.0963 0.0487
N 1.33693 -1.21009 -1.97133 0.0472 0.0798 -0.2221
C 5.00105 -0.96479 3.03791 0.0174 -0.0149 0.0158
C -4.63756 2.44404 -0.86459 0.0207 -0.0207 -0.0404
C 4.92832 -1.60856 -1.41226 -0.0282 -0.0507 -0.0293
C -1.04867 -3.92509 4.49735 -0.0499 0.0361 -0.0575
C 1.42886 1.00749 -3.76492 0.0065 0.0002 0.0113
C -1.16714 -2.74958 3.53600 -0.2095 -0.0547 0.2223
C -0.37159 5.12776 -0.07993 0.0296 0.0163 -0.0157
C -3.27128 1.78737 -1.12332 0.0172 0.0074 -0.0074
C 4.06398 -4.46813 0.74359 0.0149 0.0004 0.0373
C -3.00687 1.82200 -2.63404 0.0519 -0.0046 -0.0342
C 5.30728 -3.30314 2.60926 -0.0824 -0.0301 -0.0424
C 4.44389 -3.23547 1.52074 -0.0120 -0.0233 0.0006
C 3.43998 0.43402 1.62864 -0.0090 -0.0036 0.0255
C 2.92268 -2.29765 -3.52540 0.0307 0.0067 -0.0123
C -0.44370 4.03860 -2.26809 0.0194 0.0589 -0.0198
C 5.59535 -2.17690 3.36022 -0.0009 0.0734 0.0182
C -1.28384 4.31865 -1.01195 0.0282 -0.0102 -0.0226
C 3.89351 -1.99584 1.19227 0.0568 -0.0588 -0.0030
C -2.89836 1.63649 2.27692 0.0167 -0.0018 0.0557
C -3.36645 0.29795 -0.74546 -0.0988 0.0123 0.0352
C -1.64839 -1.97153 -3.99243 0.0065 -0.0048 0.0305
C 3.46151 -1.73783 -1.08779 -0.0169 -0.0089 0.0323
C 0.34688 -0.03390 -3.84577 -0.0263 -0.0069 0.0083
C -0.91158 3.05220 2.51777 0.0553 -0.0166 0.0161
C -1.67709 -0.88408 -4.85287 -0.0017 -0.0188 -0.0324
C -0.67836 0.07318 -4.77987 0.0386 -0.0176 0.0237
C -0.63776 -2.12261 -3.04892 0.0243 0.0278 -0.0431
C 4.13818 -0.85376 1.95718 0.0358 0.0574 -0.0020
C 0.35440 -1.13598 -2.98238 0.0289 -0.0165 0.0468
C -2.21090 2.88809 1.71204 0.0239 0.0152 -0.0117
C 2.48272 -1.70963 -2.20917 0.0117 -0.0407 0.1472
C -2.48041 5.19966 -1.40708 0.0744 -0.0023 -0.0195
C -3.12269 4.09525 1.98479 -0.0384 -0.0490 -0.0005
C -0.57306 -3.31386 -2.13982 -0.0058 -0.0140 0.0020
H 0.48441 3.52728 -2.01071 -0.0155 0.0043 -0.0177
H -3.14495 5.40954 -0.56820 -0.0128 0.0099 0.0553
H -2.43132 -0.24333 -0.88042 0.0576 0.0097 -0.0140
H -3.36759 4.12424 3.05315 0.0095 -0.0106 -0.0179
H 4.70505 -4.61685 -0.13159 -0.0177 0.0340 -0.0222
H -0.18237 4.99557 -2.73873 -0.0186 -0.0308 0.0171
H 2.34406 0.67328 -4.26343 0.0073 -0.0139 0.0217
H -0.89266 5.50373 0.79786 -0.0049 0.0199 0.0449
H 2.06122 -2.53255 -4.14791 -0.0122 0.0058 0.0073
H 3.55312 -1.59217 -4.07348 0.0008 -0.0060 0.0028
H 0.48357 4.53666 0.25516 -0.0079 0.0182 -0.0252
H -4.66322 3.49731 -1.15246 0.0117 -0.0081 0.0053
H -3.90746 1.50584 1.89207 -0.0813 -0.0153 -0.0459
H -0.96035 3.43340 -3.00830 -0.0484 -0.0509 -0.0476
H -4.93790 2.37230 0.17929 -0.0169 -0.0118 0.0783
H 5.73114 -4.26291 2.88451 -0.0077 0.0044 -0.0088
H -4.11725 -0.17104 -1.39412 0.0156 0.0189 0.0127
H 3.02980 -4.40372 0.40404 -0.0341 -0.0004 0.0257
H -0.28999 2.15714 2.45431 -0.0471 0.0751 0.0250
H -3.77035 1.21835 -3.13932 0.0243 0.0152 0.0127
H -5.40070 1.92380 -1.45575 0.0212 0.0068 -0.0021
H -2.97441 1.74185 3.36624 0.0089 -0.0006 -0.0319
H 1.10843 1.92987 -4.24898 -0.0030 0.0196 -0.0180
H -3.06313 2.82892 -3.04843 0.0274 0.0315 -0.0265
H 5.18862 -0.08908 3.64850 0.0017 0.0018 0.0032
H -0.44826 -3.01310 -1.09772 -0.0350 0.0055 0.0461
H -2.32059 0.73292 2.08064 0.0004 -0.0274 -0.0393
H -3.15996 -4.09509 1.12303 -0.1595 0.1153 -0.1808
H -1.20888 -0.84673 5.31883 -0.1881 0.0311 -0.0121
H 3.50964 -3.20393 -3.36494 -0.0041 0.0085 -0.0099
H -4.06547 4.03863 1.43593 -0.0013 0.0035 0.0000
H 6.25618 -2.24821 4.21530 -0.0060 0.0070 -0.0018
H -0.14547 -0.62521 1.99087 -0.0790 0.3774 0.1212
H -1.03955 -3.57468 5.53126 0.0001 -0.0008 0.0015
H -2.60255 -1.53042 3.04399 -0.0314 0.0065 0.0030
H -2.64679 5.04315 1.73817 0.0151 0.0476 -0.0194
H 2.35238 0.29352 1.69186 0.0339 -0.0070 0.0025
H -2.42626 -2.72487 -4.04543 -0.0015 -0.0032 0.0010
H 3.73437 1.22157 2.32225 0.0083 0.0029 0.0104
H 5.37788 -2.59238 -1.57932 -0.0020 0.0127 -0.0106
H 1.68095 1.22860 -2.72693 -0.0118 0.0001 -0.0018
H -0.69825 0.93161 -5.44311 0.0095 -0.0021 0.0029
H -3.07463 4.74747 -2.20104 -0.0121 -0.0025 0.0036
H 0.28307 -3.95194 -2.38142 -0.0084 0.0213 -0.0087
H -2.11122 6.16123 -1.78428 -0.0029 -0.0169 0.0104
H 3.64979 0.77083 0.60942 0.0044 -0.0141 0.0108
H 5.08503 -1.01295 -2.31233 -0.0050 -0.0050 0.0129
H -1.17286 3.19531 3.57343 0.0043 -0.0113 -0.0266
H 0.01669 5.99496 -0.62833 -0.0105 -0.0214 0.0086
H -2.03713 1.38746 -2.88747 -0.0454 0.0147 0.0243
H -0.31654 3.90899 2.20715 -0.0060 0.0093 0.0088
H -1.47747 -3.91652 -2.22748 0.0048 0.0053 0.0078
H -3.68272 0.13860 0.28177 0.0238 -0.0157 0.0433
H -2.47802 -0.77994 -5.57457 -0.0044 -0.0053 0.0066
H -1.89651 -4.59450 4.35381 0.0067 -0.0050 0.0000
H 4.15677 -5.35336 1.37327 0.0309 0.0061 -0.0085
H 5.45801 -1.14731 -0.58088 0.0043 0.0098 0.0194
H -0.12378 -4.46269 4.29611 0.0111 -0.0030 -0.0137

---

108
Properties=species:S:1:pos:R:3:forces:R:3 method="wB97M-V/def2-TZVPD" homo_lumo_gap_ha="0.2010 / 0.2169" charge=+3 e_lumo_ev="-9.568 / -9.135" spin_multiplicity=2
Re -0.09536 -0.61139 -0.35787 -0.3257 0.0131 0.5665
O -4.43225 -1.49581 0.71302 0.0024 0.0079 0.0372
O -2.14168 -0.63499 -0.17852 0.3043 -0.0448 -0.0174
N -0.82648 0.61405 -1.82348 0.1845 0.0134 -0.0082
N -0.31416 0.66141 1.17889 -0.1080 -0.2414 -0.5190
N -1.81867 2.34369 1.92529 0.0381 -0.0740 -0.1757
N -0.53623 -2.38090 -1.29002 -0.1877 -0.0309 -0.1487
N -0.16267 -2.31473 -3.58666 0.0460 0.0201 -0.0535
N 4.19829 2.06263 1.76819 0.0340 -0.0694 0.0088
N -2.15412 -3.19946 -2.81784 -0.0772 -0.0355 -0.0511
N 0.55138 -1.99669 1.25574 -0.0849 0.1093 -0.0740
N -0.31653 2.77099 0.21827 0.0244 0.0738 0.0330
N -2.15089 0.91050 -1.87324 0.0621 -0.1222 0.0486
N 1.57776 -0.21430 -1.53986 -0.0366 -0.0480 -0.1249
N 2.84027 0.17871 1.84193 -0.1301 -0.0574 0.0346
N 3.97651 0.94806 3.78317 0.0347 -0.0035 0.0323
C 2.81717 -0.73022 -1.39580 0.0578 0.1144 0.0429
C -2.78395 0.18851 -0.96620 -0.1286 0.1386 -0.0033
C 3.00638 0.78741 4.84843 -0.0207 0.0180 -0.0004
C -4.88254 1.30606 -1.61165 0.0195 0.0004 -0.0018
C 5.35650 1.12167 4.22192 0.0040 0.0331 0.0232
C -2.86158 1.46850 2.45910 -0.1233 0.0966 -0.0401
C -0.25352 0.00754 2.50121 0.0903 0.0099 0.1795
C -0.02532 1.06240 -2.73552 -0.0942 0.0617 0.0192
C -5.01967 -0.51020 -0.02334 0.0097 0.0427 0.0632
C -1.95140 3.74623 2.32634 -0.0096 0.0377 0.1211
C 1.24205 -2.71112 -3.58146 -0.0125 0.0399 0.0198
C -1.10488 3.83320 -0.40120 0.0187 0.0314 -0.0597
C -0.34200 -1.50736 2.35049 0.0415 0.0507 0.0561
C 3.63185 1.02421 2.45473 0.0391 0.1149 -0.0580
C 4.59025 1.93944 0.38454 -0.0031 -0.0325 -0.0462
C 2.33897 0.94101 -3.50856 -0.0346 0.0313 0.0418
C -4.23598 0.31259 -0.85160 -0.0014 -0.0317 0.0435
C -7.00095 0.67136 -0.70972 0.0027 0.0109 -0.0150
C 2.64399 -1.06799 2.55778 -0.0909 -0.0700 0.0346
C 3.60182 0.40674 -3.34288 0.0046 -0.0027 -0.0104
C -6.24279 1.49121 -1.54422 -0.0016 -0.0130 0.0061
C 1.96010 -2.17383 1.77195 0.1135 0.0479 -0.0374
C -0.97249 -3.29721 -0.21697 -0.0084 -0.0296 -0.0039
C -0.97830 -2.63611 -2.56526 -0.0106 0.1000 0.2531
C 3.83944 -0.45128 -2.27298 -0.0269 0.0056 0.0452
C -3.33365 -3.06627 -1.96181 0.0255 0.0044 -0.0003
C -6.39580 -0.31817 0.03928 0.0153 -0.0095 -0.0119
C 1.33364 0.61126 -2.60708 0.0294 -0.0431 -0.0262
C -2.37679 -4.03684 -4.00264 -0.0008 -0.0366 0.0180
C 1.11692 2.78913 -0.06789 0.0797 0.0269 -0.0155
C -0.67291 -1.88293 -4.88558 0.0106 0.0098 -0.0019
C 4.60677 3.30001 2.41331 -0.0027 0.0185 -0.0027
C 0.14657 -3.36894 0.79542 -0.0498 -0.0046 0.0460
C -0.84003 1.93257 1.11607 0.1185 0.0616 0.1421
H -1.43041 -4.38265 -4.40703 -0.0124 0.0034 0.0019
H -2.95252 -4.90512 -3.68559 -0.0002 -0.0010 -0.0027
H 6.03031 1.06820 3.37023 -0.0048 0.0103 0.0032
H 1.58877 1.86321 0.25608 0.0353 0.0830 0.0709
H 2.11413 1.61030 -4.32797 -0.0059 -0.0090 -0.0160
H -4.27994 1.92628 -2.25988 -0.0068 0.0045 0.0012
H 2.56530 -2.48523 0.92178 0.0045 0.0173 -0.0156
H -0.86734 4.81747 0.00419 0.0035 -0.0100 -0.0422
H 4.09018 3.42258 3.36146 0.0081 -0.0040 0.0006
H -2.80229 1.42200 3.54791 -0.0098 0.0215 -0.0111
H -0.87775 3.83672 -1.46733 -0.0015 -0.0031 -0.0045
H 1.02322 -3.81984 0.33096 -0.0202 -0.0047 -0.0004
H -1.68846 -1.50944 -4.78227 -0.0037 0.0015 -0.0014
H -0.08079 -1.99846 3.29207 -0.0159 -0.0069 -0.0112
H -0.38327 1.69915 -3.53475 0.0160 -0.0215 -0.0212
H -3.18025 -2.31314 -1.20005 -0.0074 -0.0832 -0.0482
H 1.56598 -2.92688 -2.56977 0.0134 -0.0165 0.0445
H 3.60758 -1.50780 2.84787 -0.0151 -0.0127 0.0403
H -1.06131 0.32577 3.15779 0.1696 -0.0879 -0.0325
H 4.81337 -0.89047 -2.11011 0.0046 -0.0028 0.0062
H 4.34284 4.13706 1.76421 -0.0182 0.0015 0.0095
H -8.07259 0.80426 -0.64745 -0.0084 -0.0036 0.0039
H -3.57448 -4.02149 -1.49386 -0.0060 -0.0053 -0.0068
H -0.13302 -3.98288 1.65529 0.0185 0.0346 0.0228
H 2.10239 -0.95963 3.50349 -0.0012 -0.0288 -0.0358
H -2.94209 -3.50861 -4.76986 -0.0013 -0.0063 0.0020
H 4.32511 0.94928 0.03714 -0.0090 -0.0650 -0.0599
H 2.98006 -1.34165 -0.52497 -0.0050 -0.0314 0.0044
H 4.39312 0.64864 -4.03978 0.0097 0.0027 -0.0034
H 3.22084 1.51459 5.63411 -0.0027 0.0025 0.0021
H 4.10115 2.68948 -0.24437 -0.0523 0.0037 -0.0146
H 1.58193 3.62341 0.46343 -0.0021 0.0202 -0.0310
H 5.51283 2.06843 4.74412 -0.0067 0.0011 0.0023
H 3.03012 -0.20775 5.30212 0.0065 -0.0014 0.0030
H 5.68438 3.34321 2.58665 0.0050 0.0005 -0.0020
H 0.68260 0.31138 2.96536 -0.0204 -0.0110 -0.0570
H -6.72046 2.25936 -2.13480 0.0028 0.0075 -0.0041
H -1.36616 -1.78995 2.09773 -0.0060 0.0033 -0.0249
H -2.78600 0.47342 2.03804 -0.0669 -0.0866 -0.1245
H -1.88448 -2.92243 0.25454 -0.0217 -0.0766 0.0092
H 2.00096 0.99528 4.48299 0.0174 -0.0065 -0.0048
H 5.67043 2.07929 0.28225 -0.0042 0.0244 0.0008
H -5.12138 -1.97219 1.19470 0.0058 0.0123 0.0033
H -1.19171 -4.29697 -0.59586 0.0828 0.0043 -0.0468
H 1.91016 -3.03508 2.44658 0.0264 -0.0393 -0.0443
H -0.03731 -1.06914 -5.23761 -0.0035 -0.0019 -0.0067
H -2.16518 3.62935 -0.27719 0.0281 0.0025 -0.0295
H -0.64730 -2.67664 -5.63312 0.0004 0.0090 -0.0042
H -3.83138 1.88992 2.19014 -0.0037 -0.0182 -0.0206
H -4.17373 -2.76888 -2.58994 -0.0071 0.0100 -0.0027
H 1.37348 -3.60656 -4.19344 0.0178 0.0119 -0.0213
H 5.61381 0.31211 4.90645 0.0054 -0.0090 -0.0091
H 1.85091 -1.91704 -4.00799 0.0602 0.0611 0.0130
H -6.99188 -0.95721 0.68100 -0.0067 0.0001 0.0017
H 1.26705 2.94253 -1.13698 0.0101 -0.0172 0.0279
H -2.10561 3.76824 3.40476 -0.0093 0.0015 0.0024
H -2.80468 4.22480 1.84564 0.0111 -0.0046 0.0030
H -1.04230 4.29304 2.09566 -0.0379 -0.0248 0.0717

---

Among the records above, which one has the highest charge? C34H58N13O2Re

---

What is the charge in the first record? -1

---

Among the records above, which one has the highest charge? C34H58N13O2Re

---

The highest charge belongs to which entry? C34H58N13O2Re